C11H21F3MnN3O9S | ωB97M-V with the def2-TZVPD basis set

Last column: natural (NBO) charge in e.
Positions of all 49 atoms, in Å:
H  3.325  1.986  -0.116  0.2525
H  -0.432  -3.557  1.348  0.2537
O  0.913  -0.150  -1.271  -0.6664
C  1.291  -1.817  2.404  0.5754
O  -1.625  -0.655  0.001  -1.0424
H  -0.991  -3.863  2.991  0.2019
S  -2.801  -1.213  -0.650  2.3497
O  -2.589  -1.820  -1.950  -0.9752
C  2.790  1.966  -1.068  -0.4424
C  -2.266  1.827  -2.804  -0.4222
F  -4.499  -3.132  0.089  -0.3285
F  -3.267  -2.468  1.715  -0.3179
H  0.244  -4.860  2.273  0.1849
H  -3.296  1.520  -2.964  0.2179
O  1.765  1.402  1.611  -0.9602
H  1.754  2.198  -0.838  0.2587
H  2.237  -2.807  4.507  0.2172
C  -0.110  -3.827  2.347  -0.4241
C  2.018  -0.252  -1.770  0.5650
H  1.857  -4.530  4.064  0.1904
H  -1.829  2.076  -3.777  0.1796
H  4.402  1.183  -3.165  0.1869
O  -3.940  -0.318  -0.579  -0.9815
H  -2.782  4.998  -1.663  0.2114
O  -0.613  2.100  -0.568  -0.6781
H  5.037  0.700  -1.621  0.2015
N  0.937  -2.996  2.898  -0.4113
F  -2.429  -3.706  0.127  -0.3372
H  -2.853  4.447  -3.318  0.1831
H  -4.031  3.892  -2.269  0.2002
C  1.490  -3.506  4.136  -0.3997
C  -3.274  -2.703  0.413  0.7027
C  4.262  0.460  -2.355  -0.3959
H  2.115  -1.331  2.941  0.1470
O  1.404  2.723  3.392  -0.8148
H  -1.163  4.079  -0.527  0.1356
C  -1.268  3.070  -0.933  0.5742
N  2.978  0.699  -1.719  -0.4046
O  0.735  -1.257  1.477  -0.6775
H  4.333  -0.560  -2.717  0.2031
H  2.399  -1.159  -2.264  0.1087
C  0.956  1.932  2.507  0.9325
C  -2.956  4.116  -2.274  -0.4066
H  3.152  2.810  -1.667  0.1755
Mn  0.054  0.459  0.623  1.5468
O  -0.249  1.447  2.448  -0.9144
H  0.700  -3.531  4.895  0.1941
H  -1.713  0.967  -2.447  0.2579
N  -2.177  2.962  -1.915  -0.4070

Summary:
Net charge ... -1
Frontier orbital gap (spin up / spin down) ... 5.61 / 6.17 eV
Highest occupied orbital energy (spin up / spin down) ... -3.00 / -3.57 eV
Multiplicity ... 6
E_tot ... -3122.1469 hartree
Energy above the lowest of the compared OMol25 structures with the same formula, charge and spin ... 21.8 kJ/mol